DFT (wB97M-V/def2-TZVPD) results for a structure of composition C37H32CuNO2S4Sb2.

For the calculated total energy, the calculation gives -145531.9806 eV. As for the energy above the lowest of the compared OMol25 structures with the same formula, charge and spin: 31.3 kcal per mole. As for the expectation value of S²: 0.7557. The multiplicity is 2. The calculation puts the orbital gap (spin up / spin down) at 6.5558 / 5.8914 eV. The molar mass comes out at 958.00 g mol⁻¹. Its total charge is -1.

Structure (XYZ):
```
79
C37H32CuNO2S4Sb2 | OMol25 | wB97M-V/def2-TZVPD
Cu 0.251 2.714 -0.271
C -1.658 -1.077 -0.266
C -1.360 -2.362 -1.037
C 0.140 -2.619 -1.237
Sb 1.169 -2.829 0.663
C 3.235 -2.820 0.096
C 4.065 -3.929 0.249
C 5.436 -3.814 0.047
C 5.989 -2.590 -0.308
C 5.170 -1.477 -0.445
C 3.804 -1.588 -0.233
C 0.884 -4.962 0.702
C 0.206 -5.567 1.755
C -0.039 -6.936 1.755
C 0.400 -7.720 0.700
C 1.078 -7.130 -0.361
C 1.310 -5.762 -0.360
Sb -2.002 -1.460 1.842
C -4.102 -0.979 1.773
C -4.579 0.156 1.117
C -5.939 0.421 1.051
C -6.848 -0.454 1.636
C -6.389 -1.587 2.290
C -5.023 -1.844 2.358
C -1.393 0.427 2.631
C -2.295 1.194 3.362
C -1.899 2.395 3.940
C -0.586 2.825 3.809
C 0.320 2.046 3.095
C -0.086 0.864 2.500
H -2.573 -0.611 -0.627
H -0.848 -0.350 -0.376
H -1.826 -2.311 -2.026
H -1.825 -3.225 -0.545
H 0.601 -1.792 -1.798
H 0.292 -3.539 -1.802
H 3.655 -4.891 0.536
H 6.070 -4.684 0.168
H 7.056 -2.504 -0.472
H 5.587 -0.514 -0.712
H 3.188 -0.700 -0.330
H -0.140 -4.965 2.589
H -0.575 -7.388 2.581
H 0.214 -8.787 0.699
H 1.425 -7.737 -1.188
H 1.836 -5.313 -1.197
H -3.880 0.861 0.676
H -6.289 1.316 0.551
H -7.909 -0.247 1.586
H -7.092 -2.270 2.751
H -4.674 -2.731 2.877
H -3.323 0.869 3.485
H -2.622 2.998 4.476
H -0.276 3.774 4.225
H 1.340 2.385 2.960
H 0.645 0.285 1.945
S -0.504 4.556 0.783
S -3.000 5.871 2.122
S -3.751 4.390 1.154
S -2.037 3.399 0.193
O 3.074 0.719 -2.210
C 2.267 1.509 -1.722
O 1.508 1.297 -0.722
C 2.193 2.896 -2.386
C 3.294 3.327 -3.169
C 3.252 4.560 -3.739
C 2.104 5.372 -3.565
C 1.971 6.659 -4.139
C 0.831 7.385 -3.945
C -0.229 6.856 -3.174
C -0.130 5.617 -2.609
C 1.047 4.853 -2.788
N 1.121 3.623 -2.204
H 4.133 2.655 -3.277
H 4.078 4.933 -4.334
H 2.786 7.051 -4.736
H 0.731 8.368 -4.389
H -1.126 7.445 -3.023
H -0.925 5.198 -2.006
```